Entry 1:
Below is a structure of composition C25H17F3N3O2V, with properties calculated with ωB97M-V with the def2-TZVPD basis set.

- total charge = +2
- energy above the lowest of the compared OMol25 structures with the same formula, charge and spin (kcal/mol) = 7.3
- HOMO-LUMO gap (alpha / beta) (eV) = 5.8 / 5.8
- HOMO level (alpha / beta) (Eh) = -0.5442 / -0.5441
- F_max (eV/A) = 3.13
- spin multiplicity = 1

```
51
Properties=species:S:1:pos:R:3:forces:R:3:lowdin_charge:R:1
V 0.076 0.267 -0.014 0.3 0.2 1.4 1.127
C 0.498 -3.657 1.247 0.1 0.2 -0.2 0.004
C -0.326 -3.768 2.367 0.0 0.2 -0.2 0.020
C -1.101 -2.684 2.743 0.2 0.4 -0.3 0.055
C -1.005 -1.503 2.011 -0.4 -0.3 0.6 -0.174
N -0.173 -1.395 0.958 -0.6 -1.2 0.5 -0.065
C 0.555 -2.449 0.572 0.5 -1.0 -0.1 -0.067
C -1.742 -0.265 2.229 -0.1 0.2 0.1 -0.158
C -2.688 -0.043 3.224 0.3 -0.1 -0.3 0.019
C -3.353 1.173 3.282 0.0 0.1 -0.1 -0.016
C -3.077 2.162 2.352 0.0 -0.2 -0.1 -0.020
C -2.123 1.949 1.360 0.0 0.5 -0.2 -0.047
C -1.441 0.748 1.300 0.4 -0.4 -0.2 -0.067
H 1.089 -4.499 0.918 0.1 0.1 -0.1 0.129
H -0.359 -4.686 2.938 0.0 0.0 -0.1 0.136
H -1.763 -2.745 3.591 -0.1 0.0 0.1 0.129
H 1.208 -2.331 -0.298 -0.1 0.0 0.2 0.141
H -2.907 -0.802 3.957 0.0 -0.2 0.1 0.123
H -4.092 1.348 4.048 0.0 0.0 0.1 0.127
H -3.595 3.110 2.395 0.0 0.0 0.0 0.126
H -1.932 2.753 0.656 0.0 -0.2 0.2 0.113
F 6.626 2.905 6.139 -0.2 -0.1 0.1 0.172
C 6.696 3.183 4.841 0.3 0.1 0.1 -0.601
F 7.849 2.689 4.373 0.0 -0.1 -0.1 0.171
F 6.745 4.512 4.705 -0.1 0.0 -0.1 0.174
C 5.535 2.604 4.057 -0.2 -0.1 -0.1 -0.050
C 5.523 2.821 2.677 0.0 0.0 0.1 0.032
C 4.507 2.295 1.915 0.0 0.0 0.1 0.035
C 3.488 1.539 2.539 0.2 0.1 0.1 -0.210
C 3.503 1.344 3.936 0.0 -0.1 -0.2 0.037
C 4.530 1.873 4.688 0.1 0.2 0.0 0.037
C 2.479 1.011 1.742 0.4 0.4 0.5 0.046
C 1.591 0.566 1.009 -0.7 -0.4 -1.0 0.002
H 6.317 3.401 2.229 0.0 0.0 -0.1 0.141
H 4.472 2.448 0.847 0.0 0.0 -0.1 0.132
H 2.709 0.779 4.399 0.0 0.0 0.1 0.131
H 4.571 1.732 5.758 -0.1 0.0 0.0 0.136
C -0.609 2.439 -3.960 -0.2 -0.5 -0.7 0.036
N -0.201 2.773 -2.610 0.0 -1.1 0.6 -0.012
C 0.144 4.052 -2.229 0.4 0.6 0.7 0.016
C 0.559 4.348 -0.983 -0.1 0.0 -0.2 0.075
C 0.615 3.312 0.042 0.4 0.6 0.7 -0.442
O 1.037 3.390 1.172 -0.1 0.4 -0.3 0.127
N 0.108 2.096 -0.402 -0.2 0.1 -0.4 0.010
C -0.170 1.811 -1.671 0.1 3.0 -0.9 -0.474
O -0.384 0.580 -1.867 -0.3 -1.8 -0.3 0.015
H -0.618 3.335 -4.574 0.0 0.0 0.1 0.110
H -1.606 1.998 -3.941 0.0 0.1 -0.1 0.116
H 0.077 1.713 -4.398 0.0 0.1 0.0 0.115
H 0.086 4.799 -3.008 0.0 0.0 0.0 0.149
H 0.846 5.349 -0.704 0.0 0.1 -0.1 0.136
```
Positions in Å, forces in eV/Å.

Entry 2:
Below is a structure of composition C25H17F6HfN7O6S2, with properties calculated with ωB97M-V with the def2-TZVPD basis set.

- total charge = +2
- HOMO-LUMO gap (eV) = 7.2
- HOMO level (Eh) = -0.5401
- F_max (eV/A) = 1.02
- spin multiplicity = 1

```
64
Properties=species:S:1:pos:R:3:forces:R:3:lowdin_charge:R:1
Hf 0.091 -0.466 0.056 0.2 0.3 -1.0 1.749
O 0.179 1.325 3.758 0.0 0.0 0.1 0.176
C 0.135 1.089 2.587 -0.3 0.0 -0.1 -0.417
N -0.526 0.030 1.951 0.0 0.0 0.9 -0.053
C -1.209 -0.965 2.667 -0.1 0.2 -0.1 -0.455
O -1.365 -1.051 3.848 0.0 0.1 0.1 0.181
C -1.789 -2.014 1.731 0.1 0.2 0.1 -0.198
C -2.447 -3.094 2.265 -0.2 -0.1 0.0 0.052
C -2.928 -4.065 1.399 0.0 -0.1 0.0 0.026
C -2.724 -3.915 0.032 -0.1 -0.1 0.0 0.001
C -2.033 -2.817 -0.425 0.0 0.2 0.0 -0.079
N -1.567 -1.866 0.406 -0.3 -0.5 0.6 -0.026
C 0.816 2.011 1.585 -0.2 -0.2 0.1 -0.181
C 1.470 3.129 2.043 0.0 0.2 0.0 0.052
C 2.052 3.980 1.116 0.0 0.0 0.0 0.021
C 1.945 3.684 -0.237 0.1 0.1 0.0 -0.002
C 1.291 2.533 -0.618 -0.1 -0.1 0.0 -0.098
N 0.742 1.694 0.274 0.2 0.2 0.4 -0.029
H -2.568 -3.151 3.338 0.0 0.0 0.0 0.144
H -3.450 -4.932 1.783 0.0 0.0 0.0 0.135
H -3.086 -4.648 -0.674 0.0 0.0 0.0 0.129
H -1.847 -2.678 -1.480 0.0 0.0 0.0 0.113
H 1.495 3.313 3.108 0.0 0.0 0.0 0.142
H 2.580 4.867 1.441 0.0 0.0 0.0 0.134
H 2.372 4.329 -0.992 0.0 0.0 0.0 0.128
H 1.201 2.267 -1.664 0.0 0.0 0.0 0.117
C -3.606 3.592 2.521 0.0 0.1 0.0 -0.030
C -3.720 2.213 2.611 0.0 0.0 0.1 -0.031
C -3.120 1.413 1.657 -0.1 -0.2 0.0 -0.021
C -2.425 1.997 0.607 -0.2 -0.2 0.2 -0.262
C -2.329 3.381 0.496 0.2 0.0 -0.2 -0.019
C -2.915 4.175 1.462 0.0 0.0 0.1 -0.042
N -1.842 1.124 -0.359 0.4 0.1 0.3 0.015
N -1.786 1.611 -1.491 -0.2 0.0 -0.8 0.114
C -1.220 0.773 -2.483 -0.1 0.0 0.0 -0.294
C -1.485 1.143 -3.783 -0.1 0.2 -0.2 0.040
C -1.069 0.315 -4.813 0.0 0.0 -0.1 0.018
C -0.396 -0.853 -4.492 0.0 0.0 -0.1 0.006
C -0.137 -1.134 -3.169 0.0 0.0 0.2 -0.096
N -0.524 -0.335 -2.151 -0.3 0.4 -0.4 -0.001
H -4.059 4.219 3.277 0.0 0.0 0.0 0.123
H -4.272 1.763 3.424 0.0 0.0 0.0 0.124
H -3.238 0.338 1.698 0.0 0.0 0.0 0.110
H -1.778 3.817 -0.329 0.0 0.0 0.0 0.113
H -2.839 5.252 1.393 0.0 0.0 0.0 0.119
H -2.033 2.060 -3.957 0.0 0.0 0.0 0.137
H -1.276 0.571 -5.844 0.0 0.0 0.0 0.137
H -0.062 -1.543 -5.255 0.0 0.0 0.0 0.134
H 0.394 -2.035 -2.906 0.0 0.0 0.1 0.109
F 2.561 -1.166 3.993 0.0 0.1 0.2 0.210
C 3.302 -1.780 3.103 0.0 0.1 -0.3 -0.693
F 3.566 -3.011 3.447 0.0 -0.1 0.1 0.221
F 4.390 -1.103 2.827 0.1 0.1 0.1 0.209
S 2.258 -1.835 1.562 -0.2 -0.4 -0.2 0.742
O 2.120 -0.451 1.008 0.2 -0.2 0.4 -0.380
O 0.942 -2.348 1.870 0.4 0.0 0.3 -0.257
N 3.084 -2.726 0.553 -0.2 0.0 0.0 -0.236
S 2.456 -2.652 -0.884 0.0 0.3 -0.2 0.714
O 1.024 -2.201 -0.778 0.4 -0.6 -0.5 -0.467
O 2.705 -3.737 -1.748 0.0 0.0 0.3 -0.165
C 3.202 -1.123 -1.688 -0.1 -0.1 0.1 -0.637
F 4.279 -0.729 -1.065 0.1 0.0 -0.1 0.207
F 3.431 -1.378 -2.950 0.1 0.1 -0.1 0.203
F 2.272 -0.117 -1.626 0.2 0.0 -0.1 0.057
```
Positions in Å, forces in eV/Å.

Entry 3:
Below is a structure of composition C25H18BrI2N5O5Sr, with properties calculated with ωB97M-V with the def2-TZVPD basis set.

- energy above the lowest of the compared OMol25 structures with the same formula, charge and spin (kcal/mol) = 9.7
- HOMO-LUMO gap (eV) = 8.6
- HOMO level (Eh) = -0.3264
- F_max (eV/A) = 1.78
- spin multiplicity = 1

```
57
Properties=species:S:1:pos:R:3:forces:R:3:lowdin_charge:R:1
Sr 2.030 -0.078 0.249 0.0 -0.9 -0.3 1.484
I 5.103 -2.460 -0.467 -0.2 -0.2 -0.3 0.792
C 5.898 -1.604 1.293 0.4 -0.3 -0.3 -1.177
I 5.507 0.453 1.393 0.0 0.3 0.2 0.844
H 6.968 -1.739 1.180 -0.1 0.1 0.3 -0.047
H 5.510 -2.157 2.137 -0.1 0.2 0.1 -0.025
C 1.161 -3.287 -1.831 0.0 0.4 -1.1 -0.040
O 1.065 -1.837 -1.877 0.0 -0.5 -0.1 -0.133
C 0.097 -1.352 -2.705 0.1 0.2 0.0 -0.196
C -0.445 -2.052 -3.775 0.6 -0.8 0.9 -0.055
C -1.458 -1.479 -4.492 -0.8 0.8 -0.3 -0.704
Br -2.339 -2.454 -5.829 0.0 -0.3 -0.4 0.777
C -1.952 -0.229 -4.185 -0.3 0.1 0.1 -0.078
C -1.446 0.473 -3.082 0.2 -1.0 -0.3 -0.065
C -0.381 -0.073 -2.362 0.1 -0.9 -0.2 -0.168
O 0.146 0.485 -1.248 -0.2 0.2 -0.6 -0.097
C -2.074 1.635 -2.516 0.9 0.5 0.4 -0.266
N -1.390 2.410 -1.701 -0.2 0.5 0.0 0.164
C -2.273 3.413 -1.295 0.6 -1.0 -0.2 -0.194
C -2.066 4.517 -0.495 -0.1 -0.5 0.0 0.000
C -3.140 5.343 -0.273 0.6 0.0 -0.1 -0.082
C -4.359 5.139 -0.906 -0.9 0.3 -0.4 -0.085
C -4.566 4.039 -1.725 -0.8 -0.2 0.0 -0.019
C -3.509 3.159 -1.855 -0.5 -0.2 -1.1 -0.179
N -3.346 2.019 -2.663 -1.3 0.4 -0.1 0.191
H 0.167 -3.690 -1.610 0.3 -0.1 0.2 0.113
H 1.896 -3.521 -1.078 -0.1 0.0 0.1 0.053
H 1.485 -3.662 -2.826 -0.1 0.2 0.6 0.101
H -0.185 -3.100 -3.937 0.1 0.5 -0.2 0.110
H -2.786 0.155 -4.776 0.3 0.0 0.3 0.106
H -0.250 1.415 -1.230 -0.1 0.3 0.3 0.068
H -1.091 4.667 -0.090 0.4 0.3 0.4 0.106
H -2.965 6.179 0.361 -0.2 0.7 0.3 0.101
H -5.133 5.914 -0.818 0.3 -0.6 0.1 0.113
H -5.515 3.821 -2.238 0.4 0.4 0.3 0.119
H -4.062 1.534 -3.211 0.5 0.4 0.5 0.177
O 2.739 2.039 -0.084 0.0 0.0 -0.4 -0.417
N 2.739 3.208 0.357 0.6 1.7 0.2 -0.037
C 1.848 3.542 1.273 0.6 0.6 -0.4 -0.317
C 0.922 2.571 1.664 -0.3 -0.3 0.2 -0.191
N 0.296 1.620 1.819 -0.4 -0.6 0.0 0.167
C 1.872 4.879 1.765 -0.1 -1.1 -0.5 -0.197
N 1.890 5.966 2.109 0.0 1.2 0.5 0.151
O 2.518 -1.092 2.367 -0.9 -1.0 0.4 -0.233
C 1.779 -2.083 2.018 0.7 0.2 0.8 -0.622
O 1.747 -2.442 0.803 -0.9 -0.4 1.1 -0.210
C 0.950 -2.805 3.104 0.0 -0.2 -0.3 -0.115
C 1.393 -2.864 4.430 0.0 0.1 -0.8 -0.021
C 0.714 -3.630 5.373 -0.1 0.4 -0.6 -0.081
C -0.487 -4.224 5.027 -0.5 -0.6 0.2 -0.093
C -0.961 -4.170 3.712 0.4 -0.3 0.6 -0.084
C -0.224 -3.493 2.760 0.3 0.7 -0.7 -0.035
H 2.277 -2.296 4.661 0.3 -0.1 0.3 0.110
H 1.127 -3.777 6.348 0.1 0.2 0.5 0.096
H -1.068 -4.767 5.792 0.4 0.2 -0.5 0.109
H -1.825 -4.770 3.461 -0.2 0.3 -0.2 0.100
H -0.548 -3.407 1.722 0.0 -0.3 0.2 0.113
```
Positions in Å, forces in eV/Å.

Entry 4:
Below is a structure of composition C25H18Cl3IrN4O3, with properties calculated with ωB97M-V with the def2-TZVPD basis set.

- HOMO-LUMO gap (eV) = 5.9
- HOMO level (Eh) = -0.2599
- F_max (eV/A) = 7.46
- spin multiplicity = 1

```
54
Properties=species:S:1:pos:R:3:forces:R:3:lowdin_charge:R:1
Ir 0.099 0.679 -0.593 6.5 -3.6 0.2 1.228
Cl 6.585 -2.294 -0.731 0.4 0.2 0.0 0.670
C 4.884 -2.058 -0.785 -0.7 -0.9 0.0 -0.698
C 4.358 -0.787 -0.795 -0.3 0.5 0.0 -0.036
C 2.972 -0.573 -0.860 0.2 -2.5 0.0 -0.212
N 2.374 0.647 -0.868 -2.9 2.1 0.6 0.033
C 3.076 1.803 -0.878 -0.3 -0.6 0.1 -0.456
O 4.292 1.939 -0.939 -0.1 0.2 0.0 0.047
C 2.216 3.021 -0.822 0.1 0.4 -0.1 -0.183
C 2.864 4.250 -0.732 -0.1 -0.2 0.0 0.013
C 2.121 5.411 -0.750 -0.3 -0.1 0.0 -0.039
C 0.742 5.292 -0.861 0.2 0.0 0.0 -0.045
C 0.178 4.029 -0.925 -0.2 0.5 -0.1 -0.129
N 0.887 2.901 -0.907 -0.7 0.2 0.5 0.014
C 2.097 -1.710 -0.912 2.4 0.5 0.2 -0.211
C 2.667 -2.991 -0.876 -0.5 0.1 0.0 -0.038
C 4.030 -3.169 -0.815 0.6 0.9 0.1 -0.699
Cl 4.695 -4.751 -0.767 -0.1 -0.5 0.0 0.670
N 0.757 -1.449 -0.955 -3.2 1.7 0.6 0.019
C -0.151 -2.433 -1.150 0.7 0.5 0.0 -0.471
O 0.084 -3.599 -1.449 -0.2 -0.1 0.0 0.041
C -1.583 -2.031 -0.981 -0.4 -0.2 -0.3 -0.203
C -2.504 -3.076 -0.905 0.0 0.1 -0.1 0.006
C -3.850 -2.801 -0.807 0.1 0.3 0.0 -0.037
C -4.233 -1.467 -0.805 0.0 -0.2 0.0 -0.046
C -3.252 -0.495 -0.886 -0.3 0.0 -0.1 -0.136
N -1.941 -0.741 -0.972 -0.4 0.1 0.3 0.051
H 5.016 0.066 -0.759 0.0 -0.2 0.0 0.093
H 3.941 4.249 -0.659 0.0 -0.1 0.0 0.122
H 2.597 6.377 -0.691 0.0 0.1 0.0 0.112
H 0.114 6.168 -0.896 -0.1 0.0 0.0 0.106
H -0.893 3.933 -0.986 0.0 0.0 0.0 0.087
H 2.024 -3.854 -0.917 0.1 0.0 0.0 0.094
H -2.129 -4.088 -0.938 0.1 0.0 0.0 0.124
H -4.583 -3.591 -0.753 -0.1 -0.1 0.0 0.115
H -5.274 -1.188 -0.745 0.0 0.1 0.0 0.111
H -3.580 0.535 -0.907 0.1 0.0 0.0 0.095
O -1.905 2.184 -0.306 -0.3 0.4 0.2 -0.135
H -2.374 1.737 0.409 -0.2 -0.1 -0.1 0.019
H -2.362 2.007 -1.134 -0.2 0.0 0.1 0.046
Cl -4.872 -2.150 3.215 -0.1 0.0 0.0 0.676
C -3.385 -1.384 2.777 0.2 0.2 -0.1 -0.676
C -3.280 0.001 2.824 -0.3 -0.3 0.1 -0.107
C -2.098 0.606 2.456 0.8 -0.3 -0.2 -0.071
C -0.977 -0.150 2.046 -1.6 -0.8 0.7 -0.323
C 0.251 0.479 1.659 0.7 0.7 -2.7 -0.106
C -1.118 -1.556 2.041 0.3 0.8 0.0 -0.037
C -2.303 -2.163 2.385 -0.3 0.0 0.2 -0.101
H -4.117 0.594 3.163 -0.1 0.0 0.0 0.107
H -2.005 1.682 2.519 0.0 0.1 0.1 0.116
H 1.138 -0.135 1.787 0.0 0.1 0.0 0.071
H 0.381 1.496 2.019 0.1 0.0 0.0 0.070
H -0.275 -2.162 1.750 0.2 -0.1 -0.1 0.123
H -2.394 -3.239 2.366 0.0 -0.1 0.0 0.114
```
Positions in Å, forces in eV/Å.